# 1
C46H79BClN2O14PS7 | ωB97M-V/def2-TZVPD

Positions of all 151 atoms, in Å:
C: -0.797 3.648 -1.420
C: -0.624 2.678 -0.204
C: -0.650 1.128 -0.634
C: 0.731 0.845 -1.322
C: 0.834 0.784 -2.776
C: 2.127 0.561 -3.460
B: 2.147 0.501 -5.068
O: 2.440 -0.731 -5.711
O: 1.844 1.671 -5.793
C: 0.684 1.468 -6.638
C: -0.576 2.268 -6.167
C: 3.331 0.399 -2.684
C: 3.228 0.416 -1.203
C: 1.968 0.631 -0.537
C: 1.833 0.675 1.003
C: 1.427 -0.771 1.543
C: 1.968 -1.012 3.004
S: 1.499 0.293 4.207
C: 2.760 1.659 4.129
S: 4.192 1.374 4.879
N: 2.380 2.863 3.437
C: 1.853 3.901 4.355
C: 0.267 3.658 4.467
C: 3.439 3.369 2.526
C: 4.507 4.334 3.182
C: 4.566 0.183 -0.441
O: 4.850 0.689 0.618
C: 5.573 -0.760 -1.189
P: 6.553 -1.884 -0.046
N: 5.817 -3.282 0.190
C: 5.679 -0.762 -2.557
C: 6.711 -1.726 -3.216
Cl: 6.233 -3.494 -3.099
C: 7.107 -1.383 -4.687
C: 7.970 -0.043 -4.802
C: 4.736 0.207 -3.318
O: 5.095 0.798 -4.309
H: -0.072 3.441 -2.254
H: -0.555 4.701 -1.092
H: -1.851 3.665 -1.801
H: 0.393 2.884 0.223
H: -1.406 2.896 0.576
H: -0.782 0.547 0.307
H: -1.481 1.014 -1.359
H: -0.083 0.907 -3.392
H: 3.212 -0.623 -6.294
H: 0.976 1.839 -7.661
H: 0.387 0.396 -6.755
H: -0.371 3.011 -5.367
H: -1.042 2.810 -7.038
H: -1.381 1.572 -5.796
H: 2.754 0.980 1.546
H: 1.023 1.366 1.359
H: 1.816 -1.525 0.815
H: 0.310 -0.891 1.590
H: 3.079 -1.158 2.964
H: 1.504 -1.965 3.379
H: 1.972 4.943 3.988
H: 2.261 3.741 5.390
H: -0.036 2.917 3.688
H: -0.283 4.622 4.281
H: -0.035 3.246 5.459
H: 4.011 2.550 2.015
H: 2.910 3.921 1.699
H: 4.831 4.041 4.204
H: 4.073 5.370 3.173
H: 5.387 4.374 2.480
H: 6.660 -1.146 1.176
H: 7.846 -2.189 -0.554
H: 4.954 -3.320 -0.358
H: 7.654 -1.646 -2.611
H: 7.805 -2.201 -5.023
H: 6.254 -1.399 -5.409
H: 9.006 -0.233 -5.164
H: 7.420 0.661 -5.484
H: 7.995 0.492 -3.810
C: -2.058 7.286 -6.613
C: -0.602 7.484 -6.181
C: -0.495 7.054 -4.715
S: -1.770 5.820 -4.461
O: -2.741 6.347 -3.535
O: -1.154 4.529 -4.272
C: -2.455 5.903 -6.109
H: -2.175 7.366 -7.694
H: -2.688 8.049 -6.147
H: 0.049 6.857 -6.798
H: -0.279 8.518 -6.312
H: 0.478 6.616 -4.493
H: -0.692 7.885 -4.039
H: -3.532 5.752 -6.070
H: -1.986 5.118 -6.704
C: -4.061 -3.779 -0.176
C: -5.109 -3.050 -1.024
C: -4.806 -1.551 -0.940
S: -3.043 -1.418 -0.649
O: -2.834 -0.846 0.662
O: -2.404 -0.886 -1.832
C: -2.720 -3.168 -0.561
H: -4.075 -4.854 -0.351
H: -4.258 -3.608 0.879
H: -5.033 -3.384 -2.063
H: -6.124 -3.265 -0.685
H: -5.059 -1.035 -1.866
H: -5.322 -1.083 -0.102
H: -1.935 -3.364 0.166
H: -2.406 -3.498 -1.551
C: -7.624 -6.093 4.502
C: -7.485 -4.570 4.599
C: -5.993 -4.239 4.499
S: -5.251 -5.554 3.533
O: -4.343 -6.289 4.377
O: -4.851 -5.034 2.245
C: -6.743 -6.516 3.332
H: -8.661 -6.395 4.351
H: -7.268 -6.556 5.426
H: -8.022 -4.102 3.770
H: -7.912 -4.184 5.525
H: -5.823 -3.286 4.000
H: -5.518 -4.233 5.480
H: -6.502 -7.577 3.336
H: -7.194 -6.236 2.379
C: -1.713 2.087 7.477
C: -2.650 2.978 8.298
C: -4.086 2.633 7.890
S: -4.057 0.923 7.353
O: -4.363 0.878 5.944
O: -4.759 0.108 8.315
C: -2.299 0.682 7.560
H: -0.690 2.117 7.855
H: -1.699 2.425 6.438
H: -2.509 2.771 9.362
H: -2.440 4.038 8.141
H: -4.778 2.736 8.725
H: -4.422 3.244 7.052
H: -1.923 0.013 6.788
H: -2.137 0.247 8.547
C: 2.129 -5.927 -0.945
C: 1.736 -5.197 -2.234
C: 0.453 -5.851 -2.759
S: -0.399 -6.506 -1.323
O: -0.428 -7.944 -1.421
O: -1.592 -5.729 -1.080
C: 0.847 -6.044 -0.129
H: 2.905 -5.391 -0.397
H: 2.511 -6.923 -1.186
H: 1.548 -4.143 -2.013
H: 2.531 -5.238 -2.980
H: -0.191 -5.130 -3.261
H: 0.672 -6.682 -3.428
H: 0.903 -6.795 0.657
H: 0.561 -5.079 0.294

Its SMILES is CCCc1cc(B(O)OCC)c2c(c1CCCSC(=S)N(CC)CC)C(=O)C([PH2]=N)=C([C@@H](Cl)CC)C2=O.O=S1(=O)CCCC1.O=S1(=O)CCCC1.O=S1(=O)CCCC1.O=S1(=O)CCCC1.O=S1(=O)CCCC1. The calculation puts the molar mass at 1185.8 g mol⁻¹. The strongest force on any atom is 2.7 eV/A. As for the lowest unoccupied orbital energy: -1.12 eV.

***

# 2
C46H80F8N4O22S7 | ωB97M-V/def2-TZVPD

Positions of all 167 atoms, in Å:
O: 6.572 -1.826 -9.951
S: 5.986 -2.688 -8.916
O: 4.560 -2.931 -8.965
O: 6.747 -4.171 -8.885
C: 6.138 -5.275 -8.294
C: 6.664 -6.597 -8.842
C: 6.422 -1.986 -7.205
H: 5.049 -5.260 -8.334
H: 6.369 -5.362 -7.232
H: 6.155 -7.417 -8.336
H: 7.723 -6.740 -8.625
H: 6.505 -6.649 -9.919
H: 7.505 -2.046 -7.093
H: 5.917 -2.509 -6.393
H: 6.198 -0.923 -7.294
O: -5.670 2.471 -0.118
S: -6.011 3.351 1.003
O: -5.021 4.190 1.703
O: -7.307 4.307 0.558
C: -7.787 5.242 1.521
C: -8.771 6.113 0.760
C: -6.762 2.193 2.282
H: -6.951 5.805 1.935
H: -8.247 4.700 2.347
H: -9.123 6.999 1.288
H: -9.644 5.584 0.380
H: -8.234 6.545 -0.084
H: -5.984 1.491 2.581
H: -7.546 1.640 1.765
H: -7.213 2.650 3.163
O: -3.680 11.722 1.225
S: -2.242 11.781 0.901
O: -1.770 12.041 -0.445
O: -1.436 12.763 1.940
C: -1.801 13.000 3.260
C: -2.815 14.117 3.224
C: -1.453 10.182 1.410
H: -0.981 13.304 3.911
H: -2.228 12.132 3.762
H: -2.836 14.770 4.097
H: -3.790 13.735 2.924
H: -2.566 14.850 2.456
H: -1.807 9.439 0.696
H: -1.799 9.836 2.384
H: -0.372 10.282 1.306
O: -4.630 4.530 7.378
S: -3.445 5.317 7.623
O: -3.409 6.668 6.995
O: -3.321 5.444 9.275
C: -3.453 4.330 10.078
C: -2.819 4.618 11.429
C: -1.897 4.356 7.297
H: -2.971 3.441 9.670
H: -4.528 4.159 10.137
H: -3.398 5.419 11.889
H: -1.783 4.891 11.228
H: -2.882 3.763 12.102
H: -1.520 4.469 6.281
H: -2.094 3.298 7.470
H: -1.160 4.821 7.953
O: 9.469 -7.603 -3.607
S: 8.646 -8.107 -2.542
O: 7.564 -7.309 -1.932
O: 7.909 -9.586 -2.959
C: 6.784 -10.158 -2.205
C: 5.472 -9.580 -2.738
C: 9.742 -8.844 -1.260
H: 6.874 -10.031 -1.126
H: 6.775 -11.243 -2.307
H: 4.682 -10.319 -2.609
H: 5.519 -9.369 -3.806
H: 5.183 -8.713 -2.143
H: 10.283 -8.031 -0.776
H: 10.478 -9.522 -1.692
H: 9.076 -9.392 -0.593
O: -0.083 -0.153 1.497
S: 1.045 -0.187 0.538
O: 2.416 -0.184 1.053
O: 0.802 -1.544 -0.411
C: 1.634 -1.756 -1.484
C: 1.165 -2.941 -2.368
C: 0.777 1.139 -0.715
H: 2.602 -2.031 -1.065
H: 1.732 -0.919 -2.175
H: 0.173 -2.819 -2.801
H: 1.156 -3.817 -1.719
H: 1.815 -3.101 -3.228
H: 1.484 1.124 -1.545
H: 0.787 2.086 -0.174
H: -0.199 0.962 -1.166
O: -7.397 -4.912 0.652
S: -6.319 -5.838 0.377
O: -6.079 -7.018 1.266
O: -6.426 -6.291 -1.209
C: -7.417 -5.844 -2.122
C: -8.697 -6.667 -1.964
C: -4.692 -4.971 0.154
H: -7.029 -5.964 -3.134
H: -7.621 -4.776 -2.044
H: -8.420 -7.660 -2.317
H: -9.443 -6.302 -2.671
H: -9.121 -6.689 -0.960
H: -4.721 -4.196 -0.611
H: -3.895 -5.696 -0.014
H: -4.603 -4.507 1.136
N: -4.213 -3.999 7.363
C: -3.471 -3.265 8.192
C: -3.438 -3.439 9.579
C: -4.112 -4.558 10.121
C: -4.794 -5.364 9.194
C: -4.810 -5.073 7.846
H: -3.023 -2.424 7.683
H: -2.757 -2.841 10.166
H: -3.802 -4.758 11.136
H: -5.338 -6.228 9.547
H: -5.432 -5.663 7.189
N: 2.089 1.282 9.615
C: 2.958 1.910 10.458
C: 4.294 2.147 10.222
C: 4.824 1.823 8.965
C: 4.023 1.115 8.092
C: 2.681 0.892 8.480
H: 2.663 2.152 11.468
H: 4.881 2.707 10.935
H: 5.841 2.062 8.691
H: 4.414 0.783 7.142
H: 2.020 0.324 7.843
N: 2.939 -7.732 2.915
C: 3.811 -6.713 2.821
C: 3.585 -5.482 3.452
C: 2.502 -5.369 4.309
C: 1.603 -6.445 4.471
C: 1.876 -7.604 3.774
H: 4.574 -6.921 2.086
H: 4.115 -4.576 3.199
H: 2.350 -4.473 4.893
H: 0.686 -6.382 5.038
H: 1.169 -8.419 3.831
N: -4.980 -2.917 -7.557
C: -4.736 -3.302 -8.809
C: -3.670 -2.813 -9.455
C: -2.785 -1.937 -8.877
C: -2.985 -1.579 -7.554
C: -4.180 -2.036 -6.909
H: -5.365 -4.049 -9.270
H: -3.508 -3.256 -10.427
H: -1.895 -1.536 -9.339
H: -2.250 -0.922 -7.113
H: -4.519 -1.787 -5.915
C: 4.247 5.472 -9.498
C: 5.725 5.771 -9.978
C: 5.931 7.245 -10.174
F: 7.141 7.602 -10.549
F: 5.086 7.782 -11.080
F: 6.557 5.325 -9.013
F: 5.990 5.059 -11.073
O: 3.833 6.273 -8.369
C: 3.099 5.672 -7.299
C: 2.550 6.720 -6.299
F: 1.702 6.126 -5.500
F: 3.483 7.464 -5.593
F: 2.086 5.029 -7.794
F: 3.806 4.739 -6.707
H: 4.228 4.397 -9.323
H: 3.606 5.674 -10.357
H: 5.914 7.749 -9.208
H: 1.947 7.470 -6.812

Its SMILES is FC(F)C(F)(F)COC(F)(F)C(F)F.CCOS(C)(=O)=O.CCOS(C)(=O)=O.CCOS(C)(=O)=O.CCOS(C)(=O)=O.CCOS(C)(=O)=O.CCOS(C)(=O)=O.CCOS(C)(=O)=O.c1ccncc1.c1ccncc1.c1ccncc1.c1ccncc1. The calculation puts the molar mass at 1417.6 g mol⁻¹. The strongest force on any atom is 4.1 eV/A. As for the lowest unoccupied orbital energy: -0.04 eV.

***

# 3
C46H84BHgO50 | ωB97M-V/def2-TZVPD

Positions of all 182 atoms, in Å:
Hg: 12.357 -6.534 -17.181
O: 8.989 -10.673 -18.873
C: 8.608 -11.669 -19.535
O: 8.023 -11.612 -20.747
B: 7.721 -12.943 -21.313
O: 8.157 -13.894 -20.220
C: 8.685 -13.195 -19.147
O: 9.178 -13.637 -18.104
O: 8.537 -13.114 -22.526
C: 7.761 -13.300 -23.616
O: 8.163 -13.330 -24.844
C: 6.291 -13.365 -23.047
O: 6.308 -13.183 -21.705
O: 5.305 -13.516 -23.769
C: 14.062 -18.356 -23.559
O: 12.729 -17.906 -23.425
C: 11.733 -18.829 -23.331
O: 11.869 -20.019 -23.330
O: 10.555 -18.158 -23.399
C: 9.313 -18.948 -23.301
H: 14.724 -17.494 -23.653
H: 14.116 -18.898 -24.503
H: 14.398 -19.026 -22.767
H: 8.473 -18.274 -23.470
H: 9.198 -19.290 -22.272
H: 9.198 -19.802 -23.969
C: 8.073 -15.212 -10.622
O: 7.676 -15.955 -9.486
C: 8.636 -16.658 -8.812
O: 9.831 -16.829 -9.146
O: 8.007 -17.308 -7.815
C: 8.711 -18.054 -6.819
H: 7.553 -15.733 -11.426
H: 9.155 -15.191 -10.752
H: 7.722 -14.180 -10.624
H: 8.224 -18.031 -5.844
H: 9.681 -17.611 -6.593
H: 8.994 -19.100 -6.938
C: 6.630 -19.528 -30.059
O: 7.810 -20.342 -30.179
C: 7.875 -21.498 -30.858
O: 7.004 -22.017 -31.541
O: 9.046 -21.912 -30.679
C: 9.320 -23.185 -31.138
H: 6.478 -19.018 -31.010
H: 6.738 -18.810 -29.247
H: 5.776 -20.197 -29.949
H: 8.575 -23.953 -30.928
H: 10.289 -23.575 -30.826
H: 9.373 -23.220 -32.226
C: -1.402 -6.106 -29.421
O: -1.872 -6.966 -28.406
C: -1.362 -8.202 -28.121
O: -0.727 -8.945 -28.885
O: -1.752 -8.540 -26.920
C: -1.402 -9.835 -26.311
H: -2.102 -5.416 -29.891
H: -0.819 -6.446 -30.277
H: -0.788 -5.411 -28.849
H: -0.384 -10.222 -26.270
H: -1.967 -10.579 -26.872
H: -1.828 -9.705 -25.316
C: 8.577 -5.282 -23.286
O: 9.712 -5.466 -24.032
C: 10.846 -5.899 -23.450
O: 11.097 -6.229 -22.267
O: 11.789 -6.093 -24.394
C: 11.622 -5.730 -25.671
H: 8.171 -6.187 -22.832
H: 7.841 -4.721 -23.862
H: 8.794 -4.682 -22.402
H: 12.528 -6.061 -26.179
H: 11.443 -4.656 -25.717
H: 10.783 -6.188 -26.195
C: 18.310 -11.889 -19.294
O: 17.230 -11.146 -18.691
C: 16.062 -10.970 -19.362
O: 15.208 -10.127 -19.048
O: 15.916 -11.821 -20.455
C: 14.721 -11.717 -21.296
H: 17.995 -12.891 -19.587
H: 19.263 -12.005 -18.780
H: 18.507 -11.336 -20.213
H: 14.264 -12.706 -21.253
H: 14.891 -11.428 -22.333
H: 14.053 -10.936 -20.933
C: 17.616 -15.038 -30.206
O: 16.541 -15.736 -29.688
C: 15.292 -15.416 -30.037
O: 14.957 -14.503 -30.814
O: 14.470 -16.264 -29.435
C: 13.130 -16.287 -29.768
H: 17.833 -15.134 -31.269
H: 18.519 -15.312 -29.660
H: 17.552 -13.986 -29.927
H: 12.965 -16.699 -30.763
H: 12.644 -15.312 -29.753
H: 12.596 -16.981 -29.118
C: 13.709 -20.180 -12.361
O: 12.514 -20.020 -13.159
C: 11.969 -21.123 -13.724
O: 12.384 -22.270 -13.662
O: 10.776 -20.899 -14.263
C: 10.157 -19.611 -14.397
H: 13.414 -20.614 -11.405
H: 14.278 -19.269 -12.181
H: 14.396 -20.824 -12.910
H: 10.332 -18.939 -13.556
H: 9.081 -19.781 -14.433
H: 10.468 -19.211 -15.362
C: 18.281 -21.257 -16.860
O: 17.288 -20.515 -17.644
C: 16.849 -19.379 -17.124
O: 17.404 -18.696 -16.206
O: 15.721 -19.024 -17.826
C: 15.025 -17.847 -17.414
H: 18.331 -22.333 -17.023
H: 18.243 -21.052 -15.790
H: 19.264 -20.876 -17.140
H: 14.653 -18.021 -16.404
H: 14.253 -17.538 -18.119
H: 15.647 -16.951 -17.409
C: 14.187 -12.953 -12.303
O: 14.243 -11.745 -12.958
C: 13.438 -10.720 -12.573
O: 13.323 -9.630 -13.204
O: 12.759 -11.042 -11.441
C: 11.884 -10.136 -10.772
H: 14.577 -12.870 -11.289
H: 14.874 -13.603 -12.844
H: 13.191 -13.396 -12.275
H: 12.270 -9.118 -10.729
H: 11.768 -10.457 -9.736
H: 10.985 -10.127 -11.388
C: 0.808 -19.279 -24.572
O: 1.753 -20.338 -24.633
C: 1.881 -21.023 -25.785
O: 1.323 -20.725 -26.863
O: 2.629 -22.124 -25.592
C: 2.877 -22.954 -26.695
H: -0.122 -19.651 -24.142
H: 0.424 -18.979 -25.547
H: 1.191 -18.387 -24.077
H: 3.405 -23.838 -26.337
H: 3.491 -22.529 -27.490
H: 1.885 -23.212 -27.066
C: -0.631 -17.928 -35.132
O: 0.029 -17.387 -34.011
C: -0.682 -17.038 -33.002
O: -1.899 -17.150 -32.891
O: 0.055 -16.454 -32.105
C: -0.544 -15.948 -30.857
H: -0.597 -17.225 -35.965
H: -1.704 -18.117 -35.099
H: -0.159 -18.876 -35.390
H: -0.797 -14.893 -30.956
H: 0.167 -15.929 -30.031
H: -1.454 -16.461 -30.547
C: 4.982 -4.051 -31.260
O: 5.636 -5.292 -30.893
C: 5.390 -5.804 -29.676
O: 4.812 -5.163 -28.756
O: 5.640 -7.079 -29.685
C: 5.073 -7.987 -28.736
H: 5.325 -3.752 -32.251
H: 5.223 -3.263 -30.546
H: 3.897 -4.149 -31.254
H: 5.022 -7.740 -27.675
H: 5.630 -8.920 -28.825
H: 4.037 -8.093 -29.058
C: 9.914 -3.966 -11.826
O: 8.650 -4.481 -12.085
C: 8.384 -5.277 -13.106
O: 9.157 -5.554 -14.006
O: 7.219 -5.829 -12.821
C: 6.684 -6.855 -13.615
H: 10.193 -3.407 -12.720
H: 10.631 -4.754 -11.598
H: 9.829 -3.292 -10.974
H: 7.074 -7.811 -13.266
H: 6.974 -6.836 -14.666
H: 5.605 -6.771 -13.485

As for the net charge: +1. The calculation puts the molar mass at 1648.5 g mol⁻¹. The strongest force on any atom is 7.3 eV/A. As for the lowest unoccupied orbital energy: -10.75 eV. For the energy above the lowest of the compared OMol25 structures with the same formula, charge and spin, the calculation gives 1293.15 kJ/mol.

***

no.,DFT total energy (Ha),gap between HOMO and LUMO (hartree)
1,-6576.6017,0.256
2,-7260.9783,0.350
3,-5742.8936,0.029